1.
{
  "formula": "C12H20NO7",
  "method": "ωB97M-V with the def2-TZVPD basis set",
  "species": ["O", "H", "H", "H", "C", "C", "C", "O", "C", "C", "C", "O", "O", "O", "H", "H", "C", "O", "C", "C", "N", "C", "C", "O", "C", "H", "H", "H", "H", "H", "H", "H", "H", "H", "H", "H", "H", "H", "H", "H"],
  "xyz": [[25.0613, 6.0927, -27.8429], [25.6843, 6.3811, -28.5140], [24.3486, 5.5105, -28.1160], [24.7653, 6.8827, -27.3848], [22.7226, 11.4857, -26.8611], [23.7648, 12.2366, -26.4149], [25.0633, 11.7484, -25.8676], [25.9261, 12.5299, -25.2848], [25.4603, 10.4635, -25.8128], [24.6018, 9.4577, -26.4660], [23.1319, 10.0069, -27.1021], [22.5026, 9.2118, -27.8582], [24.9501, 8.2444, -26.5756], [23.4834, 13.5223, -26.2693], [21.8187, 12.0245, -27.1040], [26.2982, 10.1424, -25.2119], [27.0636, 8.5606, -29.3614], [26.5592, 7.3713, -29.8103], [25.9242, 7.4334, -31.0646], [25.1446, 6.1103, -31.4427], [24.1010, 5.6798, -30.4260], [23.8581, 4.2121, -30.4542], [24.3295, 3.6217, -29.1512], [23.6240, 4.0834, -27.9478], [22.1851, 3.8956, -27.9188], [27.9376, 8.9186, -29.9055], [27.3902, 8.2988, -28.3550], [26.3314, 9.3678, -29.3840], [26.5136, 7.8506, -31.8812], [25.1827, 8.2310, -31.0188], [25.8554, 5.3080, -31.6405], [24.6589, 6.3666, -32.3842], [23.2400, 6.1740, -30.6119], [24.3885, 3.7669, -31.2959], [22.8155, 4.0449, -30.7246], [25.4138, 3.7289, -29.1810], [24.0290, 2.5800, -29.0387], [21.8365, 3.5372, -26.9502], [21.8904, 3.0452, -28.5337], [21.7766, 4.8251, -28.3153]],
  "spin_multiplicity": 2,
  "energy_ha": -1050.43302,
  "homo_lumo_gap_ev": [7.4, 5.5]
}

---

2.
{
  "formula": "C12H21AlF3O6",
  "method": "ωB97M-V with the def2-TZVPD basis set",
  "species": ["C", "C", "O", "O", "C", "O", "C", "Al", "C", "C", "C", "C", "O", "H", "H", "H", "H", "H", "H", "H", "H", "H", "H", "H", "H", "H", "H", "H", "H", "C", "C", "O", "C", "O", "C", "F", "F", "F", "H", "H", "H", "H", "H"],
  "xyz": [[6.9760, -1.1513, 2.0597], [6.0835, -0.4137, 0.9304], [6.2782, 0.8058, 0.7569], [5.1239, -1.2194, 0.2737], [4.2519, -0.4579, -0.5824], [4.6594, 0.1859, -1.5887], [2.6871, -0.5262, -0.2052], [2.1630, -2.5138, -0.2860], [0.3152, -2.9466, 0.4800], [0.0032, -2.2773, 1.9188], [-1.1377, -1.1210, 1.8158], [-0.5206, 0.3008, 1.3618], [-0.4789, 0.4305, -0.0751], [6.6365, -0.8834, 3.1157], [6.9923, -2.2714, 1.8443], [8.0402, -0.7319, 1.9479], [2.0763, 0.1488, -0.9124], [2.6292, -0.1174, 0.8718], [3.2817, -3.3063, 0.5684], [2.3454, -2.9837, -1.8017], [0.2828, -4.0912, 0.6507], [-0.5246, -2.7389, -0.2913], [0.9421, -1.9188, 2.4574], [-0.4573, -3.1071, 2.5818], [-1.9504, -1.3977, 1.0607], [-1.6632, -1.0297, 2.8396], [0.4918, 0.5136, 1.8529], [-1.2591, 1.0952, 1.7423], [-0.1118, -0.3936, -0.4813], [-2.6534, 2.9667, -2.3561], [-3.9744, 3.6786, -2.1416], [-5.0722, 2.7561, -2.2296], [-5.3206, 2.0257, -1.1239], [-4.6894, 2.1034, -0.1035], [-6.5349, 1.1271, -1.3421], [-6.4998, 0.4914, -2.5315], [-7.6890, 1.8290, -1.3180], [-6.6495, 0.1711, -0.4038], [-2.6614, 2.4197, -3.3025], [-1.8273, 3.6805, -2.3666], [-2.4658, 2.2339, -1.5676], [-4.1236, 4.4192, -2.9307], [-3.9947, 4.2151, -1.1890]],
  "energy_ha": -1463.31786,
  "total_charge": -1,
  "homo_lumo_gap_ev": 7.7
}

---

3.
{
  "formula": "C12H21BBr15N4O3",
  "method": "ωB97M-V with the def2-TZVPD basis set",
  "species": ["C", "N", "C", "C", "O", "C", "N", "C", "C", "B", "O", "O", "N", "C", "N", "H", "H", "H", "H", "H", "H", "H", "H", "H", "H", "H", "H", "H", "H", "H", "H", "C", "Br", "Br", "Br", "H", "C", "Br", "Br", "Br", "H", "C", "Br", "Br", "Br", "H", "C", "Br", "Br", "Br", "H", "C", "Br", "Br", "Br", "H"],
  "xyz": [[3.6996, 0.2436, -0.3999], [3.6652, -1.0926, -1.0209], [4.3581, -1.1513, -2.3279], [2.4091, -1.6548, -1.0590], [2.2707, -2.7806, -1.3968], [1.1662, -0.8755, -0.6468], [-0.0348, -1.7431, -0.5135], [-1.0709, -0.8661, 0.1821], [-2.2007, -0.6641, -0.8455], [-1.9957, 0.5960, -1.8026], [-1.9134, 1.8439, -1.2007], [-1.8984, 0.4678, -3.1482], [-2.0538, -1.9125, -1.6427], [-0.6605, -2.1068, -1.6321], [-0.1513, -2.6463, -2.7323], [3.5810, 0.1693, 0.6810], [4.6947, 0.6461, -0.5549], [2.9430, 0.9431, -0.7747], [4.7772, -0.1850, -2.5948], [5.1967, -1.8426, -2.2593], [3.6839, -1.5211, -3.0958], [1.3635, -0.4632, 0.3401], [0.9702, -0.0049, -1.2774], [-0.7717, 0.1533, 0.4235], [-1.3726, -1.3304, 1.1181], [-3.1299, -0.6805, -0.2743], [-0.9906, 2.1228, -1.1206], [-1.3868, 1.2214, -3.4799], [-2.4451, -2.6655, -1.0677], [-0.2620, -2.1432, -3.6015], [0.2742, -3.5630, -2.7982], [-2.6621, -2.2349, 4.0474], [-2.8406, -0.3919, 3.4996], [-2.8513, -3.4425, 2.5514], [-1.0188, -2.5331, 5.0005], [-3.4738, -2.4456, 4.7301], [-4.0604, 2.9483, 2.0463], [-4.8833, 4.4178, 2.9748], [-4.7533, 2.7328, 0.2642], [-2.1322, 3.0986, 2.0490], [-4.3112, 2.0476, 2.5893], [6.2695, 2.9837, 1.3731], [7.1623, 1.7189, 0.2232], [5.2625, 4.2768, 0.3589], [5.1735, 2.0996, 2.6914], [7.0374, 3.5242, 1.9089], [-1.4782, -6.7276, -3.3483], [-2.3613, -5.2010, -2.5628], [-2.1023, -7.0645, -5.1341], [0.4401, -6.5261, -3.2753], [-1.7355, -7.5896, -2.7485], [-2.7569, 7.4630, 4.2661], [-3.2419, 8.6961, 5.6639], [-3.0044, 8.2325, 2.5162], [-0.9664, 6.7851, 4.4987], [-3.4263, 6.6179, 4.3395]],
  "energy_ha": -39549.40810,
  "total_charge": 1,
  "de_lowest_kcal_mol": 0.0,
  "homo_lumo_gap_ev": 7.8
}